Molecular formula: C5H10N2O
Method: DFT, ωB97M-V/def2-TZVPD

XYZ file:
```
18
Properties=species:S:1:pos:R:3:forces:R:3
C -1.888946 -0.554449 1.040970 1.8 0.8 1.3
N -0.827008 -0.472018 0.013211 -1.4 -0.2 -0.3
C -0.109856 -1.549366 -0.522670 1.2 2.0 0.5
C 1.254652 -1.238457 -0.567288 -2.4 -0.2 0.2
C 1.551847 0.147584 -0.083070 -4.4 0.6 -2.6
O 2.355776 0.374684 0.928128 2.0 0.6 1.9
N -0.068135 0.656680 0.204663 4.3 0.9 -0.1
C -0.293131 1.735889 -0.788326 -0.1 -1.4 0.2
H -2.523343 0.375706 1.009718 0.5 -1.2 -0.1
H -2.404711 -1.478743 0.944431 -0.9 -0.6 -0.4
H -1.401056 -0.603029 2.094237 -0.6 0.3 -1.5
H -0.835773 -2.286460 -0.899331 1.3 -0.4 0.2
H 2.071157 -1.590444 -1.144215 0.2 -1.3 -0.4
H 1.937307 0.735339 -1.000012 -0.7 -0.4 1.6
H 2.275818 -0.224484 1.682301 -0.4 -0.1 -0.4
H 0.360630 2.553970 -0.430979 0.1 -0.5 -1.0
H -0.165086 1.283261 -1.842135 0.0 1.3 1.3
H -1.290147 2.134344 -0.639630 -0.4 -0.1 -0.3
```
Positions in Å, forces in eV/Å.

## Properties
- SMILES = CN1C=C[C@H](O)N1C
- energy above the lowest of the compared OMol25 structures with the same formula, charge and spin (kJ/mol) = 378.7
- frontier orbital gap (eV) = 8.63
- total energy (eV) = -10371.38045
- HOMO (eV) = -7.640

Listed below, in e, are the Mulliken charges computed for each atom:
1 C -0.77
2 N 0.17
3 C -0.12
4 C -0.82
5 C 0.15
6 O -0.48
7 N -0.36
8 C -0.88
9 H 0.19
10 H 0.33
11 H 0.26
12 H 0.42
13 H 0.37
14 H 0.25
15 H 0.34
16 H 0.36
17 H 0.32
18 H 0.26